Record 1
Density functional theory data (ωB97M-V/def2-TZVPD) for a molecular structure, C29H24F6N3O10PS2Tl.

Each line ends with the Löwdin charge.
Geometry (Å):
Tl: -0.941 -1.853 2.090  1.10
S: 1.225 -1.125 5.137  0.58
S: 0.739 1.102 3.505  0.57
P: 0.226 2.064 -1.498  1.00
F: 0.112 3.594 3.243  0.11
F: -0.151 2.847 5.258  0.17
F: 3.761 -1.349 4.427  0.16
F: 2.331 -1.862 2.878  0.08
F: 2.674 -3.217 4.535  0.15
F: 1.837 3.269 4.512  0.16
O: -4.430 -3.399 -1.097  0.16
O: -0.020 -1.177 -1.463  -0.05
O: -2.429 -2.532 -0.810  0.07
O: 0.307 -4.270 2.689  0.02
O: 0.123 -6.420 3.280  0.15
O: -0.346 1.377 -0.212  -0.29
O: 1.616 1.218 2.366  -0.28
O: 0.056 -1.790 4.602  -0.42
O: 1.552 -1.309 6.508  -0.23
O: -0.635 0.745 3.212  -0.42
N: -1.788 -4.560 0.960  0.15
N: 1.362 0.387 4.742  -0.28
N: 0.640 -1.315 -0.254  -0.04
C: 2.505 1.946 -2.885  -0.06
C: -2.763 -4.721 0.076  -0.17
C: -1.345 -5.626 1.611  -0.16
C: 2.594 -1.932 4.203  -0.67
C: -3.327 -5.959 -0.207  0.02
C: 0.842 4.063 0.224  -0.05
C: 1.100 6.376 -0.371  -0.05
C: -2.856 -7.070 0.476  -0.01
C: 0.636 2.803 4.197  -0.68
C: -3.178 -3.457 -0.638  -0.44
C: -0.889 1.921 -2.878  -0.27
C: 2.339 0.166 -1.254  -0.15
C: -2.713 1.605 -4.936  -0.05
C: 1.705 -0.635 -0.178  -0.11
C: 0.504 3.777 -1.100  -0.28
C: -2.882 2.635 -4.020  -0.05
C: 3.614 -0.245 -1.634  -0.01
C: 1.133 5.369 0.584  -0.04
C: -0.220 -5.345 2.573  -0.45
C: -1.849 -6.906 1.411  0.04
C: -1.971 2.798 -2.990  -0.08
C: -0.726 0.883 -3.796  -0.06
C: -1.686 1.673 0.252  -0.03
C: -1.639 0.732 -4.826  -0.05
C: 4.314 0.404 -2.637  -0.04
C: 1.788 1.287 -1.884  -0.21
C: 0.775 6.088 -1.691  -0.06
C: 0.474 4.788 -2.061  -0.08
C: 3.755 1.502 -3.273  -0.05
H: -2.404 1.133 -0.363  0.10
H: -3.265 -8.050 0.276  0.12
H: 2.085 2.823 -3.363  0.11
H: 0.206 4.567 -3.087  0.11
H: -1.512 -0.067 -5.544  0.11
H: -1.875 2.747 0.211  0.10
H: -3.422 1.484 -5.744  0.11
H: -3.720 3.312 -4.111  0.11
H: -4.959 -4.147 -0.793  0.12
H: 2.236 -0.721 0.763  0.11
H: 4.295 2.020 -4.053  0.12
H: -2.099 3.607 -2.281  0.11
H: 1.331 7.394 -0.086  0.12
H: 0.890 3.268 0.958  0.09
H: -0.823 -1.710 -1.343  0.05
H: 5.299 0.055 -2.917  0.12
H: 4.057 -1.097 -1.133  0.13
H: -1.451 -7.741 1.968  0.13
H: 0.839 -6.166 3.885  0.15
H: 0.751 6.878 -2.429  0.11
H: -4.090 -6.074 -0.966  0.13
H: -1.720 1.341 1.285  0.07
H: 0.107 0.200 -3.698  0.11
H: 1.390 5.596 1.610  0.12

Summary:
**LUMO level**: -3.0 eV
**Net charge**: +1
**E_tot**: -3945.41673 Ha
**F_max**: 0.2 eV/A
**Gap between HOMO and LUMO**: 0.328 hartree


Record 2
Density functional theory data (ωB97M-V/def2-TZVPD) for a molecular structure, C21H32Br2F3N3O5PSi2 in a non-equilibrium geometry.

Each line ends with the natural charge from an NBO analysis.
Geometry (Å):
Br: 2.475 1.505 3.663  0.01
Br: 2.718 -0.103 0.320  0.08
P: -5.014 2.053 3.800  1.17
Si: 2.018 -3.761 -3.069  1.83
Si: 4.728 -4.997 -3.012  1.83
F: 1.259 -0.729 2.446  -0.33
F: -0.023 1.785 2.729  -0.34
F: 0.071 -0.036 0.820  -0.31
O: -5.701 5.018 2.465  -0.53
O: -6.413 3.815 0.735  -0.54
O: -1.356 6.181 1.500  -0.52
O: -6.514 1.959 3.135  -0.96
O: -0.516 2.972 -1.386  -0.48
N: -4.549 0.438 4.204  -1.15
N: -0.159 4.429 0.436  -0.54
N: 3.698 -3.665 -3.004  -1.74
C: 6.514 -4.371 -2.928  -1.11
C: 1.192 1.604 2.159  0.30
C: 1.205 0.206 1.474  0.57
C: -0.789 3.368 -0.281  0.69
C: -4.479 5.706 2.774  -0.06
C: 1.368 -4.571 -4.653  -1.13
C: 1.259 -4.676 -1.593  -1.13
C: -1.252 5.021 1.193  0.70
C: -5.890 4.826 1.126  0.63
C: -3.497 1.442 1.568  -0.14
C: -3.431 4.783 3.438  -0.47
C: -2.542 1.626 0.593  -0.17
C: -3.758 2.439 2.488  -0.36
C: 0.841 4.072 1.484  -0.22
C: -3.120 3.668 2.461  0.01
C: 4.592 -6.042 -4.587  -1.13
C: 1.616 2.769 1.238  -0.52
C: -1.908 2.822 0.594  -0.12
C: -2.164 3.851 1.494  -0.12
C: 4.484 -6.148 -1.527  -1.13
C: 1.324 -2.001 -3.032  -1.11
H: 6.672 -3.792 -2.015  0.22
H: -4.054 6.098 1.841  0.18
H: 5.427 -6.753 -4.653  0.20
H: -4.708 6.570 3.403  0.19
H: 1.860 -4.147 -5.530  0.23
H: -3.591 0.469 4.541  0.39
H: 0.174 -4.516 -1.553  0.20
H: -6.944 2.772 3.417  0.51
H: 3.669 -6.626 -4.605  0.22
H: 1.578 4.878 1.488  0.22
H: 4.622 -5.407 -5.474  0.23
H: 1.529 -5.651 -4.650  0.22
H: 1.686 -4.315 -0.656  0.22
H: 6.735 -3.735 -3.788  0.22
H: 1.423 -5.754 -1.660  0.22
H: 2.652 2.974 1.501  0.26
H: 3.563 -6.729 -1.614  0.22
H: 7.222 -5.209 -2.928  0.20
H: -3.923 4.380 4.324  0.24
H: 0.410 4.090 2.493  0.21
H: 5.313 -6.863 -1.450  0.20
H: -2.279 0.873 -0.138  0.25
H: 1.689 -1.425 -3.885  0.22
H: -5.103 0.108 4.987  0.39
H: 0.227 -2.012 -3.070  0.20
H: 0.287 -4.404 -4.759  0.20
H: -2.559 5.393 3.670  0.24
H: 1.660 2.469 0.189  0.27
H: 1.632 -1.502 -2.113  0.21
H: -5.579 5.581 0.385  0.13
H: 4.448 -5.575 -0.599  0.22
H: -4.024 0.498 1.636  0.24

Summary:
**LUMO level**: 1.0 eV
**Net charge**: -1
**E_tot**: -7727.98082 Ha
**F_max**: 2.7 eV/A
**Gap between HOMO and LUMO**: 0.163 hartree


Record 3
Density functional theory data (ωB97M-V/def2-TZVPD) for 3 unconnected molecules or ions with the total composition C25H50N3O in a non-equilibrium geometry.

Each line ends with the Löwdin charge.
Geometry (Å):
O: 0.347 3.516 2.868  -0.13
N: -2.087 4.082 3.163  0.04
N: 5.809 -4.069 0.277  -0.19
N: -5.198 1.389 -4.317  -0.19
C: -1.592 0.566 -1.620  -0.12
C: 1.859 1.563 1.859  -0.05
C: -2.002 3.375 4.512  -0.09
C: -4.998 0.032 -3.805  -0.25
C: 6.289 -3.034 1.199  -0.25
C: -5.540 1.475 -5.741  -0.25
C: 6.094 -5.431 0.736  -0.27
C: 3.363 0.586 3.957  -0.11
C: 0.914 0.005 -0.382  0.00
C: -3.330 2.909 5.083  0.06
C: -6.239 -0.801 -3.503  -0.08
C: -0.464 0.918 -0.462  -0.16
C: 3.273 -4.145 0.609  -0.09
C: -5.452 2.440 -2.054  -0.10
C: -5.988 2.292 -3.476  -0.27
C: -6.944 1.046 -6.155  -0.09
C: 4.427 2.264 2.206  -0.11
C: 5.878 -6.501 -0.331  -0.09
C: 0.467 2.486 1.828  -0.10
C: 2.062 0.360 0.765  0.01
C: -0.729 4.479 2.595  -0.15
C: 4.474 -3.837 -0.280  -0.25
C: 5.654 -2.975 2.584  -0.09
C: 3.012 1.895 3.013  -0.33
C: -0.627 2.120 0.666  0.00
H: -5.397 2.516 -6.061  0.11
H: -4.809 0.903 -6.326  0.11
H: -7.138 1.370 -7.183  0.08
H: 3.066 0.843 5.074  0.08
H: -4.402 2.752 -2.058  0.07
H: -1.383 -0.437 -2.199  0.09
H: -7.003 -0.238 -2.959  0.07
H: 2.794 -0.394 3.609  0.09
H: -2.637 4.973 3.335  0.20
H: 4.823 -6.598 -0.605  0.06
H: -2.673 0.448 -1.141  0.08
H: 4.398 -2.799 -0.626  0.11
H: 6.250 -2.324 3.233  0.07
H: 4.529 0.404 3.969  0.08
H: -4.402 0.097 -2.886  0.08
H: -4.358 -0.529 -4.497  0.12
H: 4.377 -4.431 -1.196  0.10
H: 4.650 -2.551 2.550  0.04
H: -1.022 3.206 5.130  0.16
H: -6.026 3.203 -1.519  0.07
H: 5.039 1.284 2.016  0.08
H: 3.059 -0.284 0.852  0.10
H: -1.629 2.752 0.595  0.07
H: -2.588 3.441 2.509  0.17
H: -3.882 3.472 5.948  0.10
H: -7.054 -0.039 -6.141  0.06
H: 3.367 -5.102 1.129  0.07
H: -6.686 -1.206 -4.413  0.06
H: -5.976 3.293 -3.923  0.12
H: -5.538 1.509 -1.486  0.06
H: -0.432 5.485 3.165  0.18
H: 1.137 -0.892 -1.102  0.09
H: -0.863 4.776 1.472  0.17
H: 7.148 -5.490 1.033  0.12
H: -5.962 -1.657 -2.879  0.07
H: 2.742 2.815 3.684  0.13
H: 7.370 -3.173 1.329  0.11
H: -7.039 1.982 -3.426  0.10
H: 3.105 -3.359 1.348  0.05
H: 5.502 -5.692 1.622  0.10
H: 6.191 -2.050 0.724  0.11
H: 5.103 2.982 2.838  0.09
H: -3.816 1.960 4.572  0.10
H: 4.125 2.777 1.187  0.09
H: 6.208 -7.474 0.047  0.08
H: -7.719 1.488 -5.525  0.07
H: 5.607 -3.955 3.065  0.07
H: -1.710 1.416 -2.438  0.10
H: 6.455 -6.280 -1.236  0.08
H: 2.368 -4.198 -0.005  0.07

Summary:
**LUMO level**: -5.3 eV
**Net charge**: +1
**E_tot**: -1221.23700 Ha
**F_max**: 5.8 eV/A
**Gap between HOMO and LUMO**: 0.157 hartree